A molecular structure, C15H23N2PbS at a distorted geometry. Source: OMol25; level of theory: the ωB97M-V functional and the def2-TZVPD basis.

Frontier orbital gap = 3.71 eV
Calculated total energy = -1285.5415 hartree
Charge = +1

Element x y z (Å)
1 C 3.04991 -1.40206 -0.86664
2 C 2.35423 -2.32308 -1.77477
3 C 3.53365 -0.10722 -1.34539
4 C 3.25336 -1.79695 0.53323
5 H 4.64536 -0.02676 -1.31947
6 H 3.16236 0.71416 -0.69968
7 H 3.17625 0.08763 -2.37546
8 H 3.04545 -2.93693 -2.39939
9 H 1.71218 -1.76263 -2.47865
10 H 1.71277 -3.01506 -1.19610
11 H 3.98033 -2.63644 0.64429
12 H 2.30444 -2.17252 0.96506
13 H 3.59037 -0.94125 1.14845
14 C -1.80663 1.53388 -1.78259
15 C -0.47723 1.78360 -2.26026
16 C -0.02587 0.60781 -2.93678
17 H 0.06325 2.73308 -2.19452
18 C -1.05162 -0.38921 -2.81804
19 C -2.17215 0.21641 -2.16540
20 H -3.14748 -0.24454 -2.02772
21 H -2.45636 2.26414 -1.29591
22 H 0.90535 0.50063 -3.50399
23 H -1.01667 -1.40834 -3.22886
24 C -0.31049 0.75723 2.93361
25 C -0.54882 1.93487 2.17745
26 C 0.69132 2.34094 1.58676
27 H -1.48291 2.49454 2.13367
28 C 1.70062 1.42010 2.00464
29 C 1.06954 0.40277 2.79523
30 H 1.58159 -0.43735 3.28511
31 H -1.05110 0.22806 3.53616
32 H 0.85528 3.24732 0.99385
33 H 2.77553 1.50003 1.80482
34 Pb 0.11076 -0.10412 -0.01629
35 N -4.17431 0.76958 1.29269
36 C -3.78511 -0.51725 1.38387
37 N -4.65372 -1.31211 2.03947
38 S -2.35772 -1.17472 0.73882
39 H -5.11039 1.01990 1.59355
40 H -3.58830 1.42803 0.82250
41 H -4.46132 -2.30664 2.08103
42 H -5.59573 -0.96950 2.19164